Molecular formula: C15H44O7
Method: DFT, ωB97M-V/def2-TZVPD

The calculation puts the HOMO energy at -9.898 eV. As for the energy relative to the best compared isomer or geometry (same formula, charge and spin): 279.5 kJ/mol. As for the HOMO-LUMO gap: 10.3 eV. For the total energy, the calculation gives -1124.4831 Eh. The charge is 0. The multiplicity is 1. Its SMILES is CC(C)O.CC(C)O.CC(C)O.CC(C)O.CC(C)O.O.O.

The geometry in XYZ format:
```
66
Properties=species:S:1:pos:R:3:forces:R:3
O 2.205568 5.548106 -2.216861 0.057 -0.259 -0.018
H 1.494299 6.016946 -1.780383 -0.203 0.078 0.140
H 2.660261 6.220385 -2.724341 0.154 0.154 -0.142
O 3.293465 2.590219 -5.666955 0.181 -0.070 -0.146
H 2.365914 2.560662 -5.901468 -0.223 -0.014 -0.089
H 3.303407 2.919467 -4.768206 0.029 0.104 0.260
C 8.790550 1.073835 -2.868178 0.687 0.076 -0.280
C 10.235667 0.585506 -3.060066 -0.076 0.113 0.460
C 10.550034 -0.617310 -2.214594 -0.207 -0.109 0.220
O 10.414061 0.226288 -4.404656 -0.384 0.085 -1.230
H 8.699544 2.026865 -3.389264 -0.270 -0.028 0.008
H 8.559421 1.219956 -1.813030 0.103 0.037 -0.001
H 8.072434 0.364901 -3.280285 0.096 -0.056 -0.070
H 10.928080 1.397713 -2.838766 -0.014 0.282 0.287
H 10.311968 -0.406646 -1.171979 0.010 -0.295 0.080
H 11.591359 -0.929576 -2.293578 0.082 0.112 0.009
H 9.936931 -1.418294 -2.627669 -0.080 -0.219 0.387
H 11.344410 0.089856 -4.598115 0.051 0.003 0.131
C 1.493845 -0.875723 -0.039305 -1.079 -0.061 0.420
C 0.735696 -0.015313 0.976813 -0.430 0.625 1.181
C 0.353708 -0.758888 2.257885 -0.224 -0.609 -1.226
O 1.448819 1.135314 1.436274 0.590 -0.091 -0.345
H 1.946908 -0.289347 -0.838678 0.420 0.027 0.291
H 0.771976 -1.509264 -0.554684 -0.150 -0.109 0.029
H 2.148680 -1.561248 0.498586 0.510 0.303 -0.285
H -0.215000 0.365274 0.603411 -0.081 -0.108 -0.700
H -0.185195 -0.142132 2.977126 0.465 0.184 -0.017
H 1.234502 -1.264804 2.653287 -0.158 0.095 0.370
H -0.373544 -1.493762 1.912694 0.027 -0.472 0.303
H 1.873406 1.528975 0.670547 0.109 0.229 -0.021
C -1.644203 -7.433354 -2.487370 0.940 -0.597 0.430
C -3.135249 -7.594736 -2.807685 2.200 0.196 2.933
C -3.735033 -8.596674 -1.810075 -0.369 -0.694 -0.946
O -3.604996 -6.296054 -2.502839 -1.562 0.369 -1.226
H -1.186827 -8.407309 -2.313243 0.448 -0.065 -0.605
H -1.410617 -6.887459 -1.573291 -0.868 -0.048 0.414
H -1.108274 -6.801849 -3.195952 0.001 -0.506 -0.632
H -3.147581 -7.942957 -3.840493 -0.965 0.228 -0.131
H -3.593516 -8.444032 -0.740136 0.449 0.652 -0.197
H -3.270638 -9.552503 -2.052613 -0.045 -0.219 0.124
H -4.808329 -8.743317 -1.931038 -0.079 0.170 -0.258
H -3.500629 -5.810660 -3.324491 -0.153 0.523 0.095
C -0.296339 6.948593 5.432509 -1.460 0.394 1.468
C -1.816877 6.538009 5.394903 1.170 -0.016 -0.539
C -2.772991 7.741509 5.476440 0.647 -1.118 -0.003
O -2.105562 5.830495 4.202938 -0.446 0.133 -1.189
H -0.061154 7.710047 4.688881 0.261 -0.749 -0.614
H 0.336614 6.077673 5.602722 0.186 -0.051 -1.059
H -0.075160 7.498019 6.347552 -0.426 0.168 0.414
H -2.003376 5.772840 6.148445 -0.033 0.543 0.823
H -2.484708 8.487616 4.735967 0.231 0.228 0.315
H -2.708196 8.063721 6.515710 -0.291 0.581 -0.197
H -3.786964 7.451491 5.201030 -0.006 -0.185 0.326
H -1.352882 5.338600 3.866612 0.171 0.064 0.250
C -7.090044 -0.843526 -0.250903 -0.433 0.825 0.824
C -7.448307 -1.459917 1.147318 -0.138 0.221 -0.633
C -8.797039 -1.068359 1.791870 1.216 0.638 0.024
O -7.519053 -2.835334 0.959011 -0.354 -2.042 -0.187
H -7.630996 0.098313 -0.342626 -0.036 0.052 -0.306
H -7.381114 -1.509468 -1.063242 -0.481 -0.056 0.197
H -6.050274 -0.608380 -0.478233 0.237 -0.110 0.659
H -6.706948 -1.357298 1.939754 0.455 0.969 -0.221
H -8.820648 -1.613026 2.735738 -0.532 -0.424 -0.256
H -9.663813 -1.204838 1.145208 0.096 -0.249 0.143
H -8.749398 -0.034282 2.133206 -0.067 0.274 -0.324
H -6.860056 -3.099557 0.312851 0.041 -0.105 0.080
```
Forces are in eV/Å.

These are the Mulliken partial charges, in e, on atoms 1 to 5:
1. O -0.637
2. H 0.317
3. H 0.322
4. O -0.638
5. H 0.317